Below is a 9-piece molecular cluster, C54H135N9 overall in a non-equilibrium geometry, with properties calculated with ωB97M-V with the def2-TZVPD basis set.

Last column: Mulliken charge in e.
Positions of all 198 atoms, in Å:
1 C 8.56267 -28.18267 -2.01716  -1.29
2 C 7.96948 -29.32397 -1.26517  -0.37
3 N 6.51264 -29.17464 -1.27042  0.15
4 C 5.81300 -29.62143 -2.46632  -0.64
5 C 5.91410 -31.09700 -2.85229  -0.99
6 C 6.02902 -29.89899 -0.09501  -0.63
7 C 6.12154 -28.98666 1.18858  -1.15
8 H 8.11526 -28.09291 -3.00704  0.28
9 H 9.62554 -28.38100 -2.15524  0.40
10 H 8.44461 -27.25696 -1.45393  0.29
11 H 8.41406 -30.17299 -1.78441  0.22
12 H 8.32469 -29.37663 -0.23601  0.39
13 H 4.74556 -29.40608 -2.41840  0.41
14 H 6.22110 -28.96850 -3.23784  0.29
15 H 5.43114 -31.24935 -3.81749  0.39
16 H 6.95363 -31.41388 -2.76812  0.27
17 H 5.43331 -31.69641 -2.07921  0.26
18 H 6.49705 -30.86710 0.08338  0.30
19 H 4.97060 -30.11612 -0.23890  0.46
20 H 5.79698 -29.52204 2.08085  0.39
21 H 5.42279 -28.16235 1.04595  0.27
22 H 7.13927 -28.62828 1.34304  0.31
23 C 1.37442 -22.38641 -0.40069  -1.24
24 C 1.96369 -21.19683 -1.31546  -0.43
25 N 3.40058 -21.04910 -1.23055  -0.14
26 C 3.86521 -19.82222 -1.88438  -0.55
27 C 5.42534 -19.58922 -1.68783  -1.25
28 C 4.10514 -22.30499 -1.74314  -0.58
29 C 4.08869 -22.37988 -3.31692  -1.12
30 H 1.15330 -23.29030 -0.96831  0.30
31 H 0.42937 -22.08868 0.05355  0.36
32 H 2.01626 -22.69353 0.42503  0.34
33 H 1.71096 -21.44231 -2.34694  0.31
34 H 1.41707 -20.30256 -1.01614  0.43
35 H 3.46237 -19.76763 -2.89573  0.41
36 H 3.38803 -18.97822 -1.38634  0.44
37 H 5.70989 -19.65617 -0.63776  0.31
38 H 6.00455 -20.30343 -2.27306  0.29
39 H 5.62171 -18.62669 -2.16015  0.41
40 H 3.95382 -23.21576 -1.16375  0.40
41 H 5.13479 -22.03320 -1.51065  0.27
42 H 3.32997 -22.99662 -3.79864  0.36
43 H 5.02306 -22.86510 -3.59908  0.38
44 H 4.06532 -21.53238 -4.00199  0.31
45 C -1.07971 -29.13852 3.09902  -1.30
46 C -0.80254 -28.64447 4.49570  -0.46
47 N -1.47077 -27.43578 4.99050  -0.17
48 C -0.87658 -27.36785 6.40141  -0.37
49 C 0.62340 -26.94184 6.46037  -1.34
50 C -2.89039 -27.62241 5.07966  -0.33
51 C -3.55091 -26.31728 5.60757  -1.38
52 H -0.54164 -28.48900 2.40860  0.31
53 H -2.11305 -29.23272 2.76518  0.34
54 H -0.71203 -30.15981 3.19846  0.36
55 H -1.22098 -29.41445 5.14388  0.40
56 H 0.27568 -28.57248 4.63843  0.29
57 H -1.37988 -26.54118 6.90281  0.40
58 H -1.15390 -28.25005 6.97840  0.41
59 H 1.11078 -27.91667 6.47686  0.33
60 H 0.92588 -26.29702 5.63526  0.33
61 H 0.94946 -26.38779 7.34060  0.38
62 H -3.20085 -28.51338 5.62544  0.37
63 H -3.32910 -27.66611 4.08281  0.35
64 H -3.58864 -26.39927 6.69382  0.34
65 H -4.60276 -26.41840 5.34019  0.41
66 H -3.22892 -25.29968 5.38644  0.33
67 C 0.74071 -26.71493 -7.91370  -1.16
68 C -0.48180 -25.71352 -8.02222  -0.74
69 N -1.58530 -26.17544 -7.13996  0.10
70 C -1.38625 -25.95770 -5.69156  -0.50
71 C -2.29530 -26.83912 -4.84360  -1.13
72 C -2.88446 -25.65989 -7.61096  -0.55
73 C -3.34724 -26.39562 -8.87152  -1.16
74 H 0.47461 -27.64144 -8.42250  0.27
75 H 1.14004 -26.98255 -6.93543  0.29
76 H 1.59259 -26.27125 -8.42900  0.39
77 H -0.21588 -24.67981 -7.80128  0.40
78 H -0.85816 -25.48184 -9.01861  0.48
79 H -1.48599 -24.87884 -5.57241  0.37
80 H -0.36086 -26.10679 -5.35326  0.35
81 H -2.33583 -26.52821 -3.79967  0.38
82 H -2.13227 -27.91659 -4.81950  0.28
83 H -3.29804 -26.57471 -5.17930  0.26
84 H -3.69413 -25.72435 -6.88405  0.39
85 H -2.84667 -24.58871 -7.80900  0.32
86 H -4.09369 -27.11380 -8.53219  0.31
87 H -3.87025 -25.68257 -9.50880  0.31
88 H -2.55813 -26.84618 -9.47351  0.34
89 C 0.57587 -34.35261 -17.71506  -1.31
90 C -0.15526 -34.23195 -16.37324  -0.56
91 N -0.03559 -32.95670 -15.64346  0.17
92 C 1.38128 -32.60526 -15.37503  -0.31
93 C 1.51601 -31.41463 -14.45465  -1.42
94 C -1.08460 -32.78684 -14.58944  -0.62
95 C -2.35794 -32.12348 -15.14546  -1.16
96 H 0.45522 -35.30314 -18.23470  0.39
97 H 1.61442 -34.04178 -17.60143  0.28
98 H 0.21945 -33.55196 -18.36316  0.35
99 H -1.19814 -34.52342 -16.49800  0.41
100 H 0.20652 -35.08464 -15.79866  0.39
101 H 1.79147 -33.54087 -14.99495  0.39
102 H 1.86361 -32.31743 -16.30918  0.25
103 H 1.21652 -31.63665 -13.43040  0.38
104 H 2.53473 -31.03922 -14.55161  0.39
105 H 0.98793 -30.53015 -14.81094  0.33
106 H -0.64962 -32.21393 -13.77051  0.34
107 H -1.21890 -33.74126 -14.08038  0.37
108 H -1.97545 -31.20271 -15.58588  0.28
109 H -2.96920 -31.77941 -14.31115  0.40
110 H -2.99981 -32.72455 -15.78951  0.28
111 C -8.27202 -14.03898 -4.37022  -1.17
112 C -7.22744 -14.63029 -5.33451  -0.43
113 N -7.84274 -14.80920 -6.69774  0.12
114 C -7.40834 -15.89832 -7.52012  -0.57
115 C -7.44458 -17.38046 -6.97601  -1.12
116 C -7.76883 -13.52458 -7.44118  -0.48
117 C -8.65124 -13.44906 -8.72781  -1.32
118 H -9.14096 -14.66621 -4.17116  0.28
119 H -8.58897 -13.06573 -4.74496  0.27
120 H -7.82124 -13.66454 -3.45116  0.40
121 H -6.43479 -13.88403 -5.38851  0.26
122 H -6.76929 -15.56133 -5.00077  0.36
123 H -8.05857 -16.13253 -8.36301  0.26
124 H -6.42931 -15.71042 -7.96090  0.40
125 H -6.80847 -18.04140 -7.56477  0.34
126 H -7.07794 -17.37563 -5.94953  0.32
127 H -8.47265 -17.74239 -6.96278  0.29
128 H -6.72174 -13.46181 -7.73744  0.44
129 H -8.18426 -12.78099 -6.76106  0.33
130 H -8.77153 -12.44371 -9.13142  0.39
131 H -9.61056 -13.88284 -8.44557  0.34
132 H -8.17557 -14.09427 -9.46643  0.29
133 C 10.82874 -26.41119 -10.09134  -1.22
134 C 11.85082 -27.52644 -9.74035  -0.39
135 N 13.13983 -27.46471 -10.51292  -0.10
136 C 13.91511 -26.27099 -10.07256  -0.45
137 C 15.13185 -25.93786 -10.97974  -1.17
138 C 13.90285 -28.70092 -10.31895  -0.31
139 C 13.13808 -29.81221 -11.05318  -1.26
140 H 11.28510 -25.42455 -10.01150  0.31
141 H 10.05037 -26.52471 -9.33679  0.38
142 H 10.42677 -26.51128 -11.09956  0.30
143 H 12.21773 -27.38204 -8.72417  0.32
144 H 11.36303 -28.50006 -9.78757  0.31
145 H 13.27469 -25.40712 -10.25056  0.26
146 H 14.11087 -26.30570 -9.00085  0.39
147 H 14.79595 -25.80889 -12.00864  0.30
148 H 15.76369 -25.13238 -10.60549  0.39
149 H 15.74238 -26.82944 -10.83674  0.29
150 H 14.05783 -28.87983 -9.25495  0.28
151 H 14.86272 -28.52916 -10.80604  0.30
152 H 13.79498 -30.68137 -11.01923  0.43
153 H 12.85977 -29.59016 -12.08339  0.31
154 H 12.20846 -30.06393 -10.54275  0.31
155 C -6.54267 -33.32012 2.52840  -1.28
156 C -7.66480 -34.03103 1.76544  -0.49
157 N -7.65725 -33.78268 0.32483  0.17
158 C -6.36224 -34.07213 -0.28331  -0.68
159 C -5.84597 -32.98421 -1.22374  -1.23
160 C -8.77488 -34.45523 -0.39011  -0.43
161 C -10.02914 -33.77498 -0.14604  -1.43
162 H -6.96351 -33.24577 3.53113  0.40
163 H -6.26674 -32.31819 2.19960  0.27
164 H -5.62293 -33.86568 2.73939  0.38
165 H -7.62478 -35.11466 1.87607  0.37
166 H -8.59769 -33.71663 2.23338  0.33
167 H -6.53429 -34.94988 -0.90626  0.36
168 H -5.63466 -34.24758 0.50911  0.45
169 H -4.76633 -33.07824 -1.34043  0.39
170 H -5.93829 -32.04308 -0.68166  0.30
171 H -6.33443 -32.99110 -2.19814  0.28
172 H -8.62604 -34.30762 -1.45977  0.40
173 H -8.81788 -35.49304 -0.05967  0.36
174 H -10.54279 -33.91263 0.80544  0.33
175 H -9.86406 -32.69825 -0.18501  0.36
176 H -10.80140 -34.05780 -0.86139  0.40
177 C -13.78288 -19.98324 -11.84744  -1.15
178 C -12.41420 -19.50262 -12.33084  -0.48
179 N -11.87655 -20.52616 -13.26975  -0.03
180 C -11.27137 -21.63391 -12.58059  -0.24
181 C -10.55144 -22.68934 -13.42108  -1.44
182 C -10.81218 -19.96274 -14.15174  -0.37
183 C -11.45990 -19.09812 -15.29202  -1.35
184 H -14.23022 -19.25041 -11.17592  0.40
185 H -13.49759 -20.87696 -11.29248  0.28
186 H -14.43026 -20.23116 -12.68858  0.30
187 H -12.58668 -18.63979 -12.97417  0.32
188 H -11.62605 -19.21266 -11.63597  0.39
189 H -10.51335 -21.24550 -11.90043  0.33
190 H -12.04149 -22.12955 -11.98953  0.29
191 H -11.27419 -22.87652 -14.21523  0.39
192 H -9.63438 -22.37300 -13.91811  0.32
193 H -10.24288 -23.58739 -12.88590  0.38
194 H -10.27598 -20.73317 -14.70586  0.27
195 H -10.04520 -19.40657 -13.61275  0.30
196 H -10.79220 -19.11189 -16.15349  0.45
197 H -11.50844 -18.05877 -14.96724  0.33
198 H -12.34171 -19.55217 -15.74407  0.31

Properties
maximum force = 3.739 eV Å⁻¹
net charge = 0
multiplicity = 1
lowest unoccupied orbital energy = 0.53 eV
energy relative to the best compared isomer or geometry (same formula, charge and spin) = 163.26 kcal per mole
highest occupied orbital energy = -7.978 eV
gap between HOMO and LUMO = 8.5 eV